This record from the OMol25 dataset describes a molecular structure, C13H42N12O15Zn2 at a distorted geometry. The level of theory is wB97M-V/def2-TZVPD.

Calculated values
ΔE to the lowest compared entry with this formula, charge and spin = 29.48 kcal per mole
Orbital gap = 6.4703 eV
HOMO energy = -13.80 eV
Max |F| = 5.8 eV/Å
2S+1 = 1
Charge = +2

Atoms and positions in Å:
Zn -1.8776 2.1716 -0.3723
Zn -0.1970 -1.0672 -1.9071
C -0.3673 0.3703 0.3063
O -0.4332 1.5369 0.8599
O 0.6886 -0.2703 -0.0249
O -1.2874 0.2307 -0.6329
C 2.3163 -3.1406 -1.9732
O 1.3239 -2.4007 -2.0629
N 3.1348 -3.1219 -0.9007
N 2.6217 -4.0282 -2.9421
H 4.0151 -3.5996 -0.9671
H 2.8810 -2.5912 -0.0694
H 2.1407 -4.0776 -3.8210
H 3.4609 -4.5804 -2.8984
C -1.2800 2.7096 4.4902
O -2.4061 2.8109 4.0357
N -0.2255 2.2720 3.7014
N -0.9906 2.8942 5.8027
H 0.7224 2.3908 4.0190
H -0.3970 2.4257 2.7202
H -0.0795 2.8394 6.2176
H -1.7518 3.1547 6.4049
C 2.0981 0.3582 -3.6394
O 1.0555 0.1483 -3.0030
N 2.6242 -0.5993 -4.4597
N 2.8145 1.4815 -3.4926
H 2.0204 -1.3796 -4.6443
H 3.3905 -0.3687 -5.0657
H 3.7177 1.6494 -3.8964
H 2.4882 2.1530 -2.8036
C -2.6729 -2.8639 -1.0885
O -1.5671 -2.5121 -1.4973
N -3.2077 -4.0771 -1.3044
N -3.4793 -1.9588 -0.4538
H -2.7185 -4.7125 -1.9119
H -4.0965 -4.3852 -0.9558
H -3.0538 -1.0574 -0.2989
H -4.3845 -2.1713 -0.0789
C -2.0047 -0.1414 -4.4806
O -1.4895 -0.6662 -3.4808
N -1.3013 0.0447 -5.6201
N -3.3442 0.0269 -4.5379
H -0.3542 -0.2867 -5.5648
H -1.6891 0.2502 -6.5225
H -3.8996 -0.2227 -3.7404
H -3.7967 0.3552 -5.3724
C -4.2623 1.0884 1.5861
O -3.3637 1.5456 0.8456
N -4.0526 0.1642 2.5273
N -5.5537 1.4681 1.4048
H -4.8916 -0.2492 2.8953
H -3.1389 -0.2238 2.7856
H -6.2391 1.1827 2.0825
H -5.7875 2.2575 0.8312
C 2.1111 4.3322 0.8300
C 2.9453 4.3849 -0.4341
O 2.8336 3.1728 -1.1862
O 0.7463 3.9755 0.5922
H 2.1117 5.3176 1.3027
H 2.4938 3.6535 1.5964
H 3.9883 4.5400 -0.1459
H 2.5863 5.2180 -1.0345
H 3.0741 2.4429 -0.5761
H 0.7370 3.0138 0.5238
C 3.9586 -0.7550 1.7217
C 4.0201 0.3428 0.6881
O 2.8624 1.1791 0.7033
O 2.7146 -1.4862 1.6375
H 4.1444 -0.4185 2.7419
H 4.6806 -1.5399 1.4841
H 4.0744 -0.0443 -0.3361
H 4.9316 0.9243 0.8326
H 2.0941 0.7270 0.3124
H 2.0055 -0.8502 1.4637
C -0.6235 -1.6292 3.2614
C -1.2981 -2.7673 2.5377
O -2.3811 -3.3266 3.2657
O -1.4426 -0.4573 3.2859
H 0.3332 -1.4485 2.7598
H -0.4149 -1.9318 4.2905
H -0.5695 -3.5231 2.2199
H -1.6952 -2.4817 1.5542
H -2.0612 -4.0866 3.7600
H -0.8330 0.2948 3.3169


This record from the OMol25 dataset describes 8 unconnected molecules or ions with the total composition C13H43NO10 at a distorted geometry. The level of theory is wB97M-V/def2-TZVPD.

Calculated values
ΔE to the lowest compared entry with this formula, charge and spin = 51.16 kcal per mole
Orbital gap = 9.3680 eV
HOMO energy = -8.89 eV
Max |F| = 4.5 eV/Å
2S+1 = 1
Structure (SMILES) = COC[C@H](C)N.OCCO.OCCO.CO.CO.CO.CO.CO

Atoms and positions in Å:
C -2.4066 2.9763 -0.5948
O -2.1141 3.4575 0.7172
C -1.3114 4.5572 0.6027
C -0.2640 4.6689 1.8452
C 0.8624 3.5998 1.7875
N -1.0348 4.5084 3.0679
H -3.0249 2.0875 -0.4688
H -1.4428 2.7335 -1.0422
H -2.8909 3.7102 -1.2391
H -0.7228 4.6647 -0.3084
H -1.7814 5.5269 0.4384
H 0.3058 5.5815 2.0205
H 1.5285 3.5680 2.6498
H 1.5361 3.7629 0.9463
H 0.4428 2.5938 1.7789
H -1.9962 4.4374 2.7665
H -0.7939 3.6291 3.5026
O 4.7695 -0.3871 2.4408
C 4.1665 -1.5964 2.9213
C 2.7018 -1.6735 2.6160
O 2.3832 -1.7759 1.2905
H 4.5435 0.3226 3.0464
H 4.7692 -2.4005 2.4990
H 4.3872 -1.6305 3.9882
H 2.2413 -0.7828 3.0436
H 2.2853 -2.5620 3.0905
H 2.7222 -2.5564 0.8459
O -0.4293 -0.1759 2.1966
C -1.7677 0.0926 2.2705
C -2.5790 -1.0063 2.8760
O -2.6815 -2.1733 2.0125
H -0.3785 -1.0575 1.8202
H -1.9169 0.8750 3.0146
H -2.2335 0.2114 1.2922
H -3.5969 -0.6165 2.8811
H -2.1689 -1.2664 3.8518
H -1.8758 -2.6619 2.1967
C 0.7298 1.8466 -4.0267
O 0.4401 2.1103 -2.6629
H 1.4176 2.5195 -4.5389
H 1.0021 0.7915 -4.0007
H -0.1057 1.8036 -4.7254
H 1.2531 2.0071 -2.1629
C -4.7996 -3.0766 -2.8882
O -5.6412 -3.2589 -1.7108
H -3.7659 -2.7674 -2.7334
H -4.8939 -3.9854 -3.4826
H -5.3249 -2.4093 -3.5714
H -5.1323 -3.7295 -1.0467
C 1.6886 -4.5048 -1.8363
O 1.4949 -3.7139 -0.6925
H 1.9926 -3.8908 -2.6841
H 2.4213 -5.3004 -1.7013
H 0.7101 -4.9349 -2.0501
H 0.8597 -2.9987 -0.7734
C -0.9620 -0.7324 -1.3909
O 0.0255 -1.4189 -0.5611
H -1.7910 -1.4146 -1.5795
H -1.3845 0.2220 -1.0768
H -0.6185 -0.4403 -2.3833
H 0.5894 -0.7760 -0.1248
C 3.1056 -1.0983 -2.2011
O 3.5925 0.1751 -2.3856
H 2.0298 -1.0321 -2.0392
H 3.1994 -1.7064 -3.1008
H 3.5327 -1.6106 -1.3389
H 4.1011 0.0825 -3.1945


This record from the OMol25 dataset describes a molecular structure, C13H44Li2N14O18 at a distorted geometry. The level of theory is wB97M-V/def2-TZVPD.

Calculated values
ΔE to the lowest compared entry with this formula, charge and spin = 0.00 kcal per mole
⟨S²⟩ = 0.75
Orbital gap (alpha / beta) = 3.5293 / 7.2472 eV
HOMO energy (alpha / beta) = -3.09 / -6.75 eV
Max |F| = 9.3 eV/Å
2S+1 = 2
Charge = -1

Atoms and positions in Å:
Li -5.6243 -1.5246 1.9037
Li -4.4107 1.5081 2.5250
C -1.4917 0.9924 0.1677
C -2.7160 0.2972 0.6391
C -2.5883 -1.2911 1.0855
O -3.5909 -1.9369 1.4957
C -1.2380 -1.8496 1.0032
C -0.1311 -1.0996 0.7067
C -0.2811 0.3570 0.2704
O 0.7348 1.1534 -0.0444
O 1.0565 -1.7036 0.9051
O -3.7615 0.8592 0.8592
H -1.5671 2.0384 -0.0905
H -1.0311 -2.7122 1.6192
C 3.2201 -2.7975 -1.6803
O 3.6937 -3.5909 -2.4290
N 2.0170 -2.2776 -1.8792
N 3.6227 -2.6698 -0.4783
H 1.4190 -2.6446 -2.6057
H 1.5956 -1.6951 -1.1698
H 4.4896 -3.0886 -0.1730
H 2.9805 -2.0954 0.0487
C 5.4421 2.3771 -0.1478
O 6.3238 2.4421 -0.9664
N 5.3434 3.0520 0.9156
N 4.2849 1.7743 -0.3641
H 4.4798 3.0161 1.4380
H 6.0062 3.7784 1.1461
H 3.6769 1.4479 0.3733
H 4.1569 1.2569 -1.2220
C 0.9590 4.8380 -0.0319
O 0.9751 6.0455 -0.1544
N 0.1489 4.0685 0.5523
N 1.9283 4.1928 -0.4854
H -0.7954 4.2798 0.8417
H 0.2911 3.0780 0.4148
H 1.8707 3.1848 -0.5106
H 2.4948 4.7708 -1.0897
C -5.3219 1.4820 -2.3550
O -6.3139 1.6302 -3.1094
N -4.2264 0.9476 -2.7405
N -5.2111 1.9452 -1.0965
H -3.5526 0.9175 -1.9887
H -4.0944 0.4908 -3.6315
H -4.5115 1.6841 -0.4164
H -5.8745 2.6075 -0.7205
C -1.4978 3.8763 -2.5000
O -2.7430 3.8990 -2.3163
N -0.7942 4.9895 -2.7942
N -0.7439 2.8591 -2.4948
H -1.3822 5.8075 -2.8671
H 0.1094 4.9932 -3.2453
H 0.2542 2.9453 -2.6228
H -1.2882 2.0092 -2.4542
C -1.0249 -5.1225 3.4981
O -0.8449 -4.1031 4.0886
N -0.2831 -5.5135 2.5882
N -2.0426 -5.9376 3.7343
H 0.5665 -4.9971 2.4104
H -0.3529 -6.3269 1.9936
H -2.2516 -6.6414 3.0406
H -2.7295 -5.6420 4.4131
C 3.4928 0.2186 -3.5144
O 4.3773 0.6959 -2.8474
N 3.6381 -0.5231 -4.6170
N 2.2660 0.4442 -3.2933
H 2.9709 -0.2601 -5.3282
H 4.5682 -0.5639 -5.0086
H 1.6383 -0.1868 -3.7708
H 1.9804 1.0170 -2.5119
O 2.8650 2.4890 2.0312
H 2.1169 2.3900 1.4423
H 2.7764 3.3739 2.3852
O 1.4931 -0.9662 4.0978
H 2.3580 -0.6880 3.7967
H 1.1579 -1.5162 3.3897
O 2.0321 -4.4203 1.2930
H 1.5828 -3.5770 1.2361
H 2.5801 -4.4537 0.5089
O -6.1669 -0.6196 0.1094
H -5.6170 0.1085 -0.1798
H -7.0355 -0.2339 0.2233
O -4.6628 -4.6580 0.4529
H -3.9219 -4.0981 0.6850
H -4.2825 -5.5308 0.3544
O -3.0140 -1.7656 4.1699
H -3.7825 -1.2103 4.0383
H -2.7655 -2.0444 3.2886
O 3.4097 -0.2656 2.1116
H 3.3954 0.6896 2.1724
H 2.7199 -0.4764 1.4824


This record from the OMol25 dataset describes 8 unconnected molecules or ions with the total composition C13H44N2O8 at a distorted geometry. The level of theory is wB97M-V/def2-TZVPD.

Calculated values
⟨S²⟩ = 0.76
Orbital gap (alpha / beta) = 9.3961 / 3.0665 eV
HOMO energy (alpha / beta) = -11.89 / -11.89 eV
Max |F| = 3.5 eV/Å
2S+1 = 2
Charge = +1

Atoms and positions in Å:
C -9.9410 15.3205 5.8717
C -10.2022 14.4849 7.0618
C -11.6225 13.8981 6.9584
O -12.6508 14.8840 7.0768
C -13.9280 14.4730 6.6173
N -9.1629 13.4334 7.2297
H -10.0490 14.9079 4.8687
H -8.9564 15.7809 5.9540
H -10.7273 16.0689 5.7725
H -10.1000 15.1544 7.9159
H -11.7632 13.1336 7.7225
H -11.6513 13.4608 5.9603
H -14.6902 15.1993 6.8996
H -14.2173 13.5292 7.0795
H -14.0594 14.4209 5.5365
H -8.2480 13.8587 7.1836
H -9.1647 12.8810 6.3842
C -8.8373 14.9133 1.8989
C -7.3914 14.4411 1.7674
C -7.2566 13.2071 0.7509
O -7.9554 12.0453 1.2662
C -8.1780 11.0749 0.2145
N -6.6074 15.5570 1.3374
H -9.2544 15.3071 0.9721
H -9.0345 15.7354 2.5869
H -9.5264 14.1157 2.1765
H -6.9746 14.1991 2.7450
H -6.2330 12.9036 0.5316
H -7.5502 13.5469 -0.2423
H -8.1968 10.0532 0.5936
H -7.4070 10.9805 -0.5502
H -9.0604 11.3551 -0.3607
H -6.8526 15.5409 0.3577
H -5.6455 15.2642 1.4331
O -8.7837 11.9518 3.9217
H -9.7242 11.9048 3.7504
H -8.3883 12.0741 3.0586
C -5.2376 10.4620 2.3005
O -4.4119 10.3236 1.1872
H -4.7899 10.0373 3.1990
H -5.5700 11.4907 2.4401
H -6.1684 9.9143 2.1533
H -4.4144 9.4067 0.9025
C -7.0042 10.6753 6.6587
O -6.7680 11.5262 5.5924
H -7.9070 10.9335 7.2122
H -7.1409 9.6412 6.3423
H -6.1627 10.6864 7.3514
H -7.5840 11.6199 5.0955
C -11.4917 9.7709 6.3299
O -10.7827 8.6762 6.8402
H -12.1803 9.3943 5.5736
H -11.9719 10.4422 7.0418
H -10.7766 10.4312 5.8392
H -10.1267 9.0794 7.4136
C -11.6826 10.2851 2.5636
O -11.5352 11.5021 3.3058
H -10.7755 9.9506 2.0601
H -12.1219 9.5305 3.2159
H -12.4125 10.2894 1.7540
H -12.3906 11.7531 3.6618
C -13.0226 14.3799 2.1752
O -12.1756 13.4148 1.5166
H -13.8233 13.7637 2.5841
H -12.5013 14.8185 3.0261
H -13.3906 15.1931 1.5496
H -12.0748 12.6508 2.0891


This record from the OMol25 dataset describes 9 unconnected molecules or ions with the total composition C13H44O9S4 at a distorted geometry. The level of theory is wB97M-V/def2-TZVPD.

Calculated values
ΔE to the lowest compared entry with this formula, charge and spin = 13.56 kcal per mole
Orbital gap = 8.9557 eV
HOMO energy = -8.48 eV
Max |F| = 3.3 eV/Å
2S+1 = 1

Atoms and positions in Å:
C -1.7704 -0.4179 4.9612
S -2.1804 1.1413 5.7225
O -1.9057 2.2408 4.6747
C -3.9497 0.9680 5.9871
H -0.7181 -0.4140 4.7495
H -2.4120 -0.6466 4.1076
H -1.9408 -1.2175 5.7386
H -4.2857 1.8858 6.4251
H -4.0671 0.0463 6.6146
H -4.4529 0.6876 5.0282
C 4.1147 -3.2189 -3.7261
S 4.5913 -2.9713 -2.0435
O 5.3714 -4.1281 -1.5602
C 5.8764 -1.7534 -2.3770
H 3.3857 -2.5288 -4.1493
H 3.5045 -4.1247 -3.7314
H 4.8752 -3.3116 -4.4552
H 6.7352 -2.3293 -2.7990
H 6.2691 -1.2363 -1.4490
H 5.4963 -1.0677 -3.1189
C -5.2427 1.9314 0.8877
S -3.9558 1.6989 2.0504
O -4.0757 0.2451 2.4253
C -2.6334 1.9413 0.9247
H -5.6017 2.9884 0.8568
H -6.0576 1.3565 1.2511
H -5.0183 1.7154 -0.1566
H -1.6001 1.8434 1.3871
H -2.6272 3.0103 0.7128
H -2.6459 1.2852 0.0331
C 3.5398 -0.4280 0.6281
S 2.0726 0.4570 0.8106
O 1.9727 1.5189 -0.2591
C 0.7914 -0.7552 0.2943
H 3.6041 -0.8904 -0.3324
H 3.5338 -1.2101 1.3456
H 4.3308 0.3233 0.8107
H -0.1608 -0.3188 0.1889
H 0.6527 -1.5953 0.9807
H 1.1293 -1.1003 -0.6637
C 1.0091 -4.4401 -0.7249
O 1.5012 -4.2380 -2.0378
H 0.6395 -3.4824 -0.3626
H 0.2436 -5.1937 -0.6129
H 1.8243 -4.7449 -0.0545
H 0.7723 -4.2149 -2.7099
C 1.7602 -0.1285 -3.3369
O 3.0004 0.1403 -2.7066
H 0.9087 0.0445 -2.5450
H 1.5999 0.4969 -4.2075
H 1.7154 -1.1947 -3.5253
H 2.9923 0.8915 -2.1397
C -2.4103 -2.2486 0.7405
O -1.9876 -1.3451 1.7410
H -3.3436 -2.6525 1.0635
H -2.5435 -1.7836 -0.2205
H -1.5960 -2.9852 0.6804
H -2.7627 -0.7429 1.9294
C -1.3064 2.7356 -3.6436
O -1.2021 2.2361 -2.3048
H -1.1053 1.8987 -4.2784
H -2.2685 3.2961 -3.7791
H -0.5039 3.4659 -3.8111
H -0.8430 2.9479 -1.7908
C -0.2607 5.2666 0.0271
O -0.2174 3.8167 -0.1458
H -0.5514 5.7407 -0.9349
H -1.0382 5.5409 0.7932
H 0.7291 5.7490 0.2322
H 0.6996 3.5071 -0.1106


This record from the OMol25 dataset describes 10 unconnected molecules or ions with the total composition C13H46N14O13 at a distorted geometry. The level of theory is wB97M-V/def2-TZVPD.

Calculated values
ΔE to the lowest compared entry with this formula, charge and spin = 49.19 kcal per mole
Orbital gap = 9.5245 eV
HOMO energy = -9.53 eV
Max |F| = 2.6 eV/Å
2S+1 = 1
Structure (SMILES) = NC(N)=O.NC(N)=O.NC(N)=O.NC(N)=O.NC(N)=O.NC(N)=O.NC(N)=O.OCCO.OCCO.OCCO

Atoms and positions in Å:
N -15.0163 -8.1628 -10.2513
C -14.1539 -9.2333 -10.2546
N -12.8524 -8.8172 -10.1817
O -14.4851 -10.3979 -10.1234
H -14.4735 -7.3340 -10.4093
H -15.9856 -8.3901 -10.3558
H -12.1405 -9.5247 -10.1464
H -12.5958 -7.8648 -10.3739
N -4.6539 -5.5813 -10.5746
C -3.9065 -6.5278 -11.2159
N -2.5525 -6.2941 -11.1175
O -4.3904 -7.3964 -11.9146
H -4.2348 -4.8727 -9.9997
H -5.6521 -5.6763 -10.4986
H -2.2141 -5.4119 -10.7871
H -1.9558 -6.9057 -11.6415
N -8.9132 -6.0270 -14.1233
C -9.7335 -5.3882 -13.2312
N -9.6124 -4.0365 -13.2386
O -10.5549 -5.9795 -12.5481
H -8.9259 -7.0298 -14.1294
H -8.0730 -5.5713 -14.4309
H -8.9799 -3.5638 -13.8556
H -10.2640 -3.4863 -12.7100
N -6.9749 -2.2973 -10.9628
C -6.0736 -2.0875 -9.9475
N -5.2951 -0.9625 -10.1334
O -5.8577 -2.8874 -9.0597
H -7.2814 -3.2362 -11.1474
H -7.1994 -1.5048 -11.5321
H -4.8723 -0.6736 -9.2683
H -5.2092 -0.4689 -10.9979
N -8.5303 -4.7457 -8.0917
C -8.8300 -5.4154 -9.2289
N -10.1445 -5.5313 -9.5111
O -7.9585 -5.9102 -9.9499
H -9.2118 -4.3908 -7.4457
H -7.5655 -4.4527 -8.0645
H -10.5074 -6.0837 -10.2677
H -10.7592 -5.0444 -8.8783
N -10.0838 -9.4528 -11.5719
C -9.4716 -9.9502 -10.4491
N -8.5878 -9.0852 -9.9070
O -9.7739 -11.0333 -9.9813
H -9.6509 -8.7932 -12.1976
H -10.6785 -10.0796 -12.0898
H -8.5593 -8.1306 -10.2350
H -8.1545 -9.2833 -9.0263
N -10.0771 -7.1511 -6.4843
C -11.0636 -6.6326 -7.2444
N -11.8529 -7.6123 -7.7838
O -11.3235 -5.4339 -7.3552
H -9.4711 -6.6264 -5.8757
H -9.8424 -8.1217 -6.5996
H -11.7089 -8.5843 -7.5786
H -12.4697 -7.3585 -8.5337
O -4.3042 -8.0241 -6.7834
C -5.5872 -8.4291 -6.3305
C -6.7101 -7.4516 -6.7000
O -7.2770 -6.6722 -5.6571
H -3.9618 -7.2804 -6.2838
H -5.7724 -9.4282 -6.7108
H -5.5408 -8.4412 -5.2334
H -7.4821 -7.9963 -7.2451
H -6.3401 -6.7338 -7.4423
H -6.5584 -6.1892 -5.2378
O -11.8927 -4.2956 -4.9685
C -10.8792 -3.3284 -4.7627
C -9.5450 -3.9401 -4.3840
O -9.5313 -4.7504 -3.2248
H -11.6533 -4.8055 -5.7700
H -10.8101 -2.7775 -5.7110
H -11.1716 -2.5926 -4.0081
H -8.8156 -3.1235 -4.2359
H -9.1240 -4.4788 -5.2368
H -9.9690 -4.2373 -2.5375
O -13.5082 -2.7944 -10.8117
C -14.5215 -3.7279 -10.4714
C -14.5374 -4.8958 -11.4316
O -13.3323 -5.6088 -11.3353
H -13.5073 -2.1576 -10.0912
H -14.3164 -4.2001 -9.4980
H -15.4983 -3.2367 -10.4105
H -14.6287 -4.4691 -12.4436
H -15.4373 -5.4945 -11.3177
H -12.5351 -5.0967 -11.5054


| no. | M (g mol⁻¹) |
| --- | --- |
| 1 | 737.3 |
| 2 | 373.5 |
| 3 | 698.5 |
| 4 | 356.5 |
| 5 | 472.8 |
| 6 | 606.6 |